Record 1
9
Properties=species:S:1:pos:R:3:forces:R:3 method="wB97M-V/def2-TZVPD" energy_ha=-1005.12931 relative_energy_kcal_mol=43.2 orbital_gap_ev="7.18 / 7.18"
O -0.012865 -2.213902 0.186764 -3.2 -0.5 0.5
C 0.034875 -0.923355 -0.019261 0.4 0.3 0.7
O -1.096832 -0.255792 -0.019817 -0.8 0.5 -0.4
P 1.554999 -0.090240 0.628346 1.5 0.4 -1.0
O 0.990666 1.334955 -0.015993 -0.7 0.1 0.8
S 3.392587 -0.202305 -0.254687 -1.5 -0.4 0.8
H -0.961685 -2.537402 0.497026 2.4 0.9 -1.0
H -1.115594 0.752773 -0.214201 1.2 -2.3 0.4
H 1.831960 1.699978 -0.260389 0.7 1.0 -0.7

---

Record 2
20
Properties=species:S:1:pos:R:3:forces:R:3 method="wB97M-V/def2-TZVPD" energy_ha=-709.12560 relative_energy_kcal_mol=71.4 orbital_gap_ev=8.14
C 0.726723 -0.128168 -1.076357 0.7 -3.5 0.9
C -1.301802 -0.582448 0.699764 1.3 -0.2 -0.2
C 0.079951 1.520516 0.565831 1.3 2.3 0.2
C -1.508482 1.073438 -1.164033 1.3 -0.1 1.8
C 1.611882 -1.932555 -0.004248 -0.5 4.6 0.2
C -0.440469 0.367275 -0.216730 -1.8 0.6 -1.2
O 1.132703 0.129521 -2.164561 -0.7 0.2 1.6
S 2.368283 -1.588255 1.568800 0.7 0.2 0.4
H -1.919414 -1.172789 0.042848 -0.5 -0.2 -0.1
H -1.939582 0.082587 1.323392 0.4 -0.6 -0.4
H -0.761774 -1.325472 1.340810 -0.2 1.0 -0.4
H 0.495349 2.304103 -0.178541 -0.7 -1.0 1.3
H -0.766111 1.971381 1.136943 0.8 -0.2 -0.4
H 0.889198 1.279899 1.262740 -0.1 -0.1 -0.1
H -1.007197 1.667371 -1.892084 0.2 0.4 -0.7
H -2.046935 1.716253 -0.480267 -0.3 0.3 -0.1
H -2.197672 0.396495 -1.563967 -0.9 -1.1 -1.0
H 2.198456 -2.224676 -0.793574 1.3 -1.1 -1.6
H 0.743266 -2.455420 0.238288 -1.2 -1.1 -0.1
H 3.643629 -1.099055 1.354945 -1.1 -0.4 -0.5

---

Record 3
14
Properties=species:S:1:pos:R:3:forces:R:3 method="wB97M-V/def2-TZVPD" energy_ha=-270.38311 relative_energy_kcal_mol=109.7 orbital_gap_ev=8.32
O 2.083754 -1.396605 -0.016622 -0.1 -0.2 0.2
C 1.160991 -0.505051 -0.607852 -0.2 0.2 -0.2
C -1.362187 0.552366 -1.296231 0.0 0.4 0.3
C -0.961234 0.943046 0.013447 -0.3 0.3 -0.4
C -0.840286 -0.226040 1.033193 0.0 -0.2 0.0
C 0.395563 0.271755 0.442742 0.1 -0.1 0.1
H 1.563205 -2.016987 0.508898 0.2 0.0 0.0
H 1.742998 0.187265 -1.224823 0.0 -0.1 0.1
H 0.437252 -1.000754 -1.261252 0.2 -0.1 0.1
H -1.753985 1.444119 -1.824830 -0.1 -0.1 0.2
H -1.115011 1.935460 0.442025 0.0 -0.2 0.0
H -1.255638 -1.159701 0.668015 0.1 0.1 0.1
H -1.094540 0.043118 2.054521 0.1 0.0 -0.2
H 0.999118 0.928008 1.068769 -0.1 -0.1 -0.2